(1)
{
  "formula": "C41H61Cl3N3OP2PtSi",
  "method": "ωB97M-V/def2-TZVPD",
  "species": ["Pt", "Cl", "Cl", "Cl", "P", "P", "Si", "O", "N", "N", "N", "C", "C", "C", "C", "C", "C", "C", "C", "C", "C", "C", "C", "C", "C", "C", "C", "C", "C", "C", "C", "C", "C", "C", "C", "C", "C", "C", "C", "C", "C", "C", "C", "C", "C", "C", "C", "C", "C", "C", "C", "C", "H", "H", "H", "H", "H", "H", "H", "H", "H", "H", "H", "H", "H", "H", "H", "H", "H", "H", "H", "H", "H", "H", "H", "H", "H", "H", "H", "H", "H", "H", "H", "H", "H", "H", "H", "H", "H", "H", "H", "H", "H", "H", "H", "H", "H", "H", "H", "H", "H", "H", "H", "H", "H", "H", "H", "H", "H", "H", "H", "H", "H"],
  "positions_angstrom": [[0.383, -0.491, -0.193], [1.539, -0.003, -5.949], [0.026, -2.218, -4.790], [-1.305, 0.348, -5.451], [2.620, 0.126, 0.055], [-1.286, -2.123, 0.000], [0.316, -0.445, 2.104], [-1.676, 1.300, -0.036], [0.609, 0.023, -2.352], [-2.806, 3.270, -0.015], [-1.382, 2.763, -1.755], [3.700, -0.863, -1.086], [-0.780, -6.391, -0.231], [0.541, -4.242, -0.247], [-5.403, -1.699, -0.883], [3.101, -2.264, -1.305], [-1.518, -2.580, 1.755], [4.752, -0.168, 3.575], [-2.409, -3.569, 2.184], [3.648, 4.048, 1.261], [2.310, 3.333, 1.440], [-1.976, -5.686, -0.871], [-0.475, 1.092, 2.819], [5.930, -1.727, -1.835], [0.046, -5.414, 0.603], [2.109, -0.431, 2.693], [-2.701, -1.067, -2.107], [-0.587, -3.523, -1.014], [-3.390, 3.087, 1.302], [3.850, -3.002, -2.416], [-0.958, -2.145, 4.057], [-2.583, -3.827, 3.531], [3.747, -0.474, 4.484], [3.127, -0.117, 1.789], [-2.906, -1.550, -0.655], [2.443, -0.606, 4.041], [-0.769, -1.866, 2.698], [0.441, -0.077, -3.481], [4.447, -0.001, 2.237], [-4.116, -2.486, -0.563], [-1.948, 2.375, -0.566], [1.803, 2.815, 0.094], [5.179, -1.016, -0.704], [4.685, 3.098, 0.668], [-1.856, -3.111, 4.474], [2.811, 1.868, -0.584], [0.206, -0.229, -4.914], [5.338, -3.109, -2.091], [-4.030, -1.008, -2.877], [-1.501, -4.527, -1.738], [4.199, 2.522, -0.663], [-5.165, -0.606, -1.940], [-2.532, -6.396, -1.487], [4.932, 1.826, -1.076], [-1.555, 1.040, 2.683], [5.863, -1.123, -2.746], [-4.213, -2.907, 0.435], [-1.123, -7.216, 0.398], [-0.151, -6.813, -1.022], [3.173, -2.831, -0.372], [-3.941, -0.286, -3.692], [-2.000, -1.715, -2.642], [-4.902, 0.338, -1.452], [-6.157, -2.401, -1.243], [6.986, -1.813, -1.574], [2.048, -2.173, -1.573], [5.469, -3.729, -1.198], [-3.290, -4.583, 3.848], [-6.080, -0.433, -2.506], [-4.006, -3.311, -1.267], [4.870, 2.295, 1.381], [-2.656, -5.326, -0.096], [3.641, -0.317, -2.037], [-2.963, -4.157, 1.468], [-1.755, 3.532, -2.283], [5.628, 3.624, 0.507], [4.117, 3.348, -1.380], [3.715, -2.459, -3.359], [5.647, -0.047, -0.523], [-0.555, -5.045, 1.434], [-4.431, 3.404, 1.287], [1.251, -4.628, -0.987], [-2.931, 4.161, -0.461], [5.867, -3.597, -2.911], [1.071, -3.524, 0.384], [-2.263, -0.067, -2.072], [-2.342, -4.007, -2.199], [5.258, -1.613, 0.207], [3.422, -3.998, -2.551], [0.849, 2.295, 0.212], [-3.350, 2.031, 1.550], [2.470, 1.694, -1.611], [1.667, -0.854, 4.756], [-0.404, -1.586, 4.803], [4.002, 4.426, 2.222], [-4.257, -1.978, -3.330], [-3.104, -0.684, -0.015], [-0.258, 1.165, 3.890], [3.517, 4.907, 0.594], [5.244, 0.233, 1.548], [5.775, -0.054, 3.911], [-2.854, 3.656, 2.063], [-0.847, 2.075, -2.249], [-0.127, -2.935, -1.814], [1.577, 4.022, 1.866], [-0.902, -4.939, -2.559], [-1.995, -3.307, 5.530], [0.909, -5.931, 1.028], [-5.792, -1.246, 0.030], [-0.119, 2.003, 2.334], [1.643, 3.673, -0.569], [2.432, 2.499, 2.138], [3.982, -0.606, 5.532]],
  "mulliken_charge": [4.144, -0.037, -0.145, -0.034, -2.404, -2.330, 1.799, -0.541, 0.218, -0.283, -0.321, 0.838, -1.162, -0.684, -0.990, -0.248, 0.430, -1.126, -0.168, -1.345, -0.334, -0.409, -1.243, -0.892, -0.460, 1.116, 0.885, 1.396, -0.675, -0.937, -0.894, -1.044, -1.008, 0.868, 1.216, -0.722, 1.064, -0.697, -0.621, -0.227, 0.308, 0.470, -1.014, -0.279, -1.085, 0.579, 0.435, -0.859, -0.852, -1.373, -1.375, -0.556, 0.505, 0.342, 0.188, 0.352, 0.025, 0.495, 0.366, 0.331, 0.459, -0.849, 0.119, 0.439, 0.412, -0.710, 0.354, 0.455, 0.496, 0.191, 0.014, 0.001, 0.755, 0.059, 0.208, 0.451, 0.500, 0.352, 0.274, 0.108, 0.337, 0.693, 0.161, 0.445, -0.406, -0.424, 0.272, 0.425, 0.389, -1.483, 0.155, 0.256, 0.208, 0.308, 0.514, 0.355, -0.021, 0.608, 0.381, 0.547, 0.464, 0.285, -0.036, -0.470, 0.532, 0.591, 0.449, 0.490, 0.352, 0.217, 0.797, 0.095, 0.429],
  "total_charge": 1,
  "lumo_ha": -0.1332,
  "energy_ha": -4310.46917,
  "homo_ev": -10.3,
  "largest_force_ev_per_a": 3.52,
  "relative_energy_ev": 0.986
}

***

(2)
{
  "formula": "C3H23NO10S",
  "method": "ωB97M-V/def2-TZVPD",
  "species": ["S", "O", "O", "O", "O", "O", "O", "O", "O", "O", "O", "N", "C", "C", "C", "H", "H", "H", "H", "H", "H", "H", "H", "H", "H", "H", "H", "H", "H", "H", "H", "H", "H", "H", "H", "H", "H", "H"],
  "positions_angstrom": [[1.283, 2.010, 3.885], [1.534, -1.119, -3.699], [-0.972, -1.645, -1.970], [-2.123, -1.901, 0.420], [-0.791, 1.557, -2.901], [-0.658, 1.654, 0.263], [-0.312, -3.846, 0.035], [-2.650, 0.700, -1.039], [1.121, 1.975, -1.118], [1.245, -1.370, -0.523], [-1.269, -0.435, 2.454], [1.707, 0.320, 1.507], [1.687, 2.810, 2.251], [1.706, 1.769, 1.133], [0.526, 1.885, 0.108], [1.019, -1.864, -4.090], [2.490, 0.043, 2.031], [-0.115, -2.910, 0.226], [-1.625, 1.618, -2.445], [-1.835, 0.952, -0.611], [-1.101, -2.608, -1.922], [-3.301, 0.529, -0.381], [-0.692, 0.603, -2.945], [-1.926, -1.063, 2.691], [-1.230, -0.292, 1.490], [2.626, 3.312, 2.251], [1.810, -0.619, -0.325], [0.917, 0.370, 2.179], [1.198, -1.198, -2.762], [-0.929, -3.881, 0.805], [-0.037, 2.128, 3.747], [1.705, -2.034, 0.036], [0.950, 3.640, 2.135], [-1.806, -1.719, -0.564], [-0.255, -1.484, -1.322], [-3.065, -1.709, 0.432], [2.626, 1.845, 0.536], [0.542, 1.975, -1.997]],
  "nbo_charge": [-0.055, -0.947, -0.966, -1.032, -0.946, -0.657, -0.948, -0.991, -0.735, -0.986, -0.979, -0.856, -0.532, -0.172, 0.837, 0.467, 0.367, 0.465, 0.505, 0.491, 0.497, 0.472, 0.496, 0.476, 0.502, 0.233, 0.515, 0.400, 0.477, 0.483, 0.146, 0.495, 0.241, 0.502, 0.498, 0.471, 0.226, 0.540],
  "total_charge": 0,
  "lumo_ha": 0.0083,
  "energy_ha": -1333.42693,
  "homo_ev": -9.5,
  "smiles": "N[C@H](CS)C(=O)O.O.O.O.O.O.O.O.O",
  "largest_force_ev_per_a": 3.47,
  "relative_energy_ev": 1.444
}

***

(3)
{
  "formula": "C20H10CoF11NO4PS5",
  "method": "ωB97M-V/def2-TZVPD",
  "species": ["Co", "S", "S", "S", "S", "S", "P", "F", "F", "F", "F", "F", "F", "F", "F", "F", "F", "F", "O", "O", "O", "O", "N", "C", "C", "C", "C", "C", "C", "C", "C", "C", "C", "C", "C", "C", "C", "C", "C", "C", "C", "C", "C", "H", "H", "H", "H", "H", "H", "H", "H", "H", "H"],
  "positions_angstrom": [[1.143, -0.546, -0.234], [-0.907, -1.463, 0.676], [2.467, 0.718, 2.523], [2.626, -2.300, -0.619], [1.095, 2.549, 0.915], [0.036, -0.604, -2.455], [-1.465, -0.807, -1.144], [5.133, -3.732, 0.084], [3.265, 0.606, -0.341], [5.606, 1.684, 0.520], [1.570, -0.802, 4.508], [-0.195, 3.695, 2.975], [7.745, 0.050, 1.116], [-1.325, 2.130, 2.009], [0.406, 0.989, 4.190], [2.298, 1.091, 5.210], [7.479, -2.645, 0.825], [-1.122, 4.050, 1.067], [1.875, -0.347, 1.754], [1.539, 3.713, 0.231], [0.594, 1.469, 0.093], [3.861, 0.610, 2.801], [2.028, 2.163, 2.114], [5.217, -2.400, 0.200], [-3.102, -1.857, -3.149], [-0.476, 3.135, 1.797], [-3.645, 0.698, -0.340], [6.568, -0.469, 0.729], [6.423, -1.849, 0.590], [-4.654, -3.659, -2.835], [4.300, -0.214, 0.010], [1.645, 0.495, 4.211], [-4.301, -3.735, -1.498], [-3.343, -2.880, -0.986], [-4.422, 1.839, -0.269], [-3.986, 3.012, -0.867], [4.099, -1.599, -0.094], [5.486, 0.356, 0.434], [-2.741, -1.943, -1.812], [-1.996, 1.907, -1.619], [-4.054, -2.720, -3.659], [-2.775, 3.047, -1.536], [-2.434, 0.739, -1.018], [-4.767, -4.465, -0.851], [-1.050, 1.911, -2.140], [-5.386, -4.341, -3.239], [-3.040, -2.935, 0.050], [-2.435, 3.962, -1.998], [-4.330, -2.668, -4.703], [-2.623, -1.130, -3.788], [-4.594, 3.904, -0.813], [-3.960, -0.226, 0.125], [-5.371, 1.813, 0.245]],
  "nbo_charge": [1.054, -0.612, 2.276, -0.234, 2.279, -0.537, 1.118, -0.301, -0.340, -0.298, -0.310, -0.317, -0.300, -0.309, -0.316, -0.313, -0.303, -0.317, -0.964, -0.899, -0.985, -0.907, -1.215, 0.305, -0.132, 0.726, -0.203, 0.232, 0.270, -0.211, 0.267, 0.733, -0.204, -0.200, -0.220, -0.209, -0.268, 0.341, -0.394, -0.223, -0.232, -0.201, -0.299, 0.208, 0.244, 0.206, 0.240, 0.211, 0.208, 0.217, 0.206, 0.220, 0.208],
  "total_charge": -1,
  "spin_multiplicity": 2,
  "lumo_ha": [0.0686, 0.0902],
  "energy_ha": -5937.59474,
  "homo_ev": [-5.0, -5.1],
  "largest_force_ev_per_a": 1.53,
  "relative_energy_ev": 0.205
}

***

(4)
{
  "formula": "C2H8N2",
  "method": "ωB97M-V/def2-TZVPD",
  "species": ["N", "N", "C", "C", "H", "H", "H", "H", "H", "H", "H", "H"],
  "positions_angstrom": [[0.973, -1.275, 0.094], [0.470, 1.446, -0.430], [0.106, -0.323, 0.541], [-1.260, -0.280, 0.030], [-1.604, -1.202, -0.438], [1.802, -1.486, 0.626], [0.204, 2.282, 0.091], [-1.987, 0.119, 0.732], [1.098, 1.626, -1.214], [0.312, 0.050, 1.537], [-0.969, 0.644, -0.713], [0.855, -1.601, -0.855]],
  "nbo_charge": [-0.798, -1.166, 0.278, -0.801, 0.212, 0.399, 0.344, 0.225, 0.353, 0.205, 0.354, 0.394],
  "total_charge": 0,
  "lumo_ha": 0.0384,
  "energy_ha": -190.39692,
  "homo_ev": -7.4,
  "largest_force_ev_per_a": 2.16,
  "relative_energy_ev": 2.774
}